# 1
Density functional theory data (ωB97M-V with the def2-TZVPD basis set) for 2 unconnected molecules or ions with the total composition C7H16N2 at a distorted geometry.

Geometry as XYZ:
```
25
Properties=species:S:1:pos:R:3
C 1.145 0.482 -1.627
C 3.151 0.242 -2.898
N 1.839 0.062 -2.667
N -0.241 0.723 -1.733
H 1.294 -0.356 -3.420
H 1.656 0.941 -0.801
H -0.711 0.680 -0.834
H -0.697 0.141 -2.427
H 3.632 -0.403 -3.611
H 3.736 0.760 -2.166
C -2.285 1.228 1.729
C 0.068 0.427 2.264
C -0.461 -2.049 0.698
C -1.245 0.156 1.589
C -1.465 -0.955 0.891
H -2.426 -1.096 0.411
H -1.936 2.157 1.278
H -2.478 1.429 2.782
H -3.218 0.943 1.250
H 0.913 0.192 1.618
H 0.166 -0.184 3.163
H 0.153 1.472 2.553
H -0.211 -2.509 1.657
H 0.468 -1.665 0.269
H -0.847 -2.819 0.031
```

orbital gap (alpha / beta) = 6.514 / 6.630 eV
relative energy (zero: lowest compared OMol25 entry of this formula, charge and spin) = 343.5 kJ/mol
E_LUMO (alpha / beta) = 0.87 / 0.87 eV


# 2
Density functional theory data (ωB97M-V with the def2-TZVPD basis set) for C7H16N2OS in the gas phase at a distorted geometry.

Geometry as XYZ:
```
27
Properties=species:S:1:pos:R:3
C 3.476 1.083 -0.252
C 1.981 1.402 0.085
C 1.301 0.056 -0.098
C -0.030 -0.057 0.028
N -0.682 -1.288 0.026
C -0.009 -2.416 0.542
C -1.640 -1.763 -0.971
S -1.143 1.337 -0.028
C -2.443 0.808 1.185
N -1.746 1.528 -1.415
O -0.620 2.575 0.560
H 3.788 1.289 -1.237
H 4.028 1.795 0.392
H 3.817 0.123 -0.113
H 1.758 1.804 1.029
H 1.454 2.223 -0.444
H 1.969 -0.890 -0.262
H -0.695 -3.064 1.108
H 0.257 -3.184 -0.120
H 0.783 -2.263 1.260
H -2.608 -1.998 -0.581
H -1.928 -0.899 -1.626
H -1.120 -2.600 -1.557
H -3.224 1.532 1.340
H -2.960 -0.029 0.985
H -2.097 0.533 2.114
H -1.669 2.364 -1.951
```

orbital gap = 8.969 eV
relative energy (zero: lowest compared OMol25 entry of this formula, charge and spin) = 324.4 kJ/mol
E_LUMO = 0.78 eV
SMILES = CC/C=C(/N(C)C)[S@](C)(=N)=O


# 3
Density functional theory data (ωB97M-V with the def2-TZVPD basis set) for a gas-phase ion, C7H16N3 (charge +1) at a distorted geometry.

Geometry as XYZ:
```
26
Properties=species:S:1:pos:R:3
C -0.251 0.977 3.129
N -0.852 0.811 1.822
C -0.374 0.268 0.684
N -1.114 0.182 -0.436
C -0.394 -0.392 -1.537
C -0.429 0.750 -2.644
C -1.006 -1.725 -1.921
C 1.088 -0.462 -0.906
N 0.897 -0.052 0.461
C 1.921 0.018 1.565
H 0.274 0.188 3.412
H -1.125 1.291 3.800
H 0.252 1.994 3.245
H -1.829 0.709 1.753
H -2.026 -0.071 -0.206
H -1.284 0.603 -3.433
H 0.421 0.726 -3.294
H -0.580 1.743 -2.030
H -1.756 -1.467 -2.559
H -1.396 -2.315 -1.049
H -0.329 -2.304 -2.359
H 1.513 -1.565 -1.117
H 1.793 0.072 -1.517
H 1.775 -0.905 2.236
H 2.823 -0.077 1.002
H 1.990 1.003 1.900
```

orbital gap = 10.841 eV
total charge = +1
relative energy (zero: lowest compared OMol25 entry of this formula, charge and spin) = 217.5 kJ/mol
E_LUMO = -2.72 eV
SMILES = C/[NH+]=C1/NC(C)(C)CN1C


# 4
Density functional theory data (ωB97M-V with the def2-TZVPD basis set) for a molecular structure, C7H16N3 at a distorted geometry.

Geometry as XYZ:
```
26
Properties=species:S:1:pos:R:3
C 1.636 2.144 -0.624
C 0.285 2.205 0.383
C -1.869 0.749 0.008
C -1.998 -0.391 0.990
C 0.421 -1.185 0.396
C 0.247 0.290 -1.006
C 1.327 -2.448 -0.040
N 1.461 0.857 -1.248
N -0.558 1.136 -0.342
N -1.011 -1.563 0.540
H 1.533 2.963 -1.259
H 2.589 2.141 0.006
H 0.727 1.747 1.283
H -0.253 3.115 0.352
H -2.347 0.443 -0.936
H -2.472 1.659 0.297
H -1.674 -0.103 1.953
H -3.017 -0.724 1.069
H 0.718 -0.726 1.309
H -0.136 -0.316 -1.739
H 2.300 -2.324 0.361
H 1.281 -2.548 -1.056
H 0.974 -3.375 0.406
H 2.333 0.357 -1.642
H -1.210 -2.455 1.027
H -1.287 -1.647 -0.487
```

orbital gap = 8.631 eV
total charge = +1
relative energy (zero: lowest compared OMol25 entry of this formula, charge and spin) = 378.4 kJ/mol
E_LUMO = -2.77 eV


# 5
Density functional theory data (ωB97M-V with the def2-TZVPD basis set) for 2 unconnected molecules or ions with the total composition C7H16N3 at a distorted geometry.

Geometry as XYZ:
```
26
Properties=species:S:1:pos:R:3
C -0.604 -0.319 -0.018
C -2.956 -0.687 0.064
C -2.598 0.849 -0.062
C -1.225 -2.591 0.266
C -0.430 2.118 -0.115
C 2.857 0.600 -1.171
C 2.914 -0.842 0.732
N -1.556 -1.189 0.201
N -1.158 0.856 -0.061
N 2.267 0.239 0.065
H -3.499 -0.703 1.060
H -3.560 -1.272 -0.708
H -3.124 1.225 -1.062
H -3.085 1.417 0.780
H -1.627 -3.119 -0.564
H -0.073 -2.775 0.168
H -1.537 -3.087 1.351
H -0.832 2.857 0.558
H 0.713 1.887 0.092
H -0.481 2.701 -1.113
H 2.478 -0.081 -1.944
H 3.904 0.334 -1.249
H 2.697 1.703 -1.284
H 3.718 -0.269 1.276
H 3.561 -1.433 0.034
H 2.197 -1.279 1.367
```

2S+1 = 3
⟨S²⟩ = 2.013
orbital gap (alpha / beta) = 9.966 / 6.371 eV
total charge = +1
relative energy (zero: lowest compared OMol25 entry of this formula, charge and spin) = 171.2 kJ/mol
E_LUMO (alpha / beta) = -2.81 / -6.76 eV


# 6
Density functional theory data (ωB97M-V with the def2-TZVPD basis set) for a gas-phase ion, C7H16N3O2 (charge +1) at a distorted geometry.

Geometry as XYZ:
```
28
Properties=species:S:1:pos:R:3
C -2.929 -1.594 3.669
O -1.515 -1.554 3.251
C -1.410 -1.770 1.774
C -0.964 -0.364 0.987
C 0.235 -0.691 -0.083
C 1.470 0.386 -0.097
N 2.400 0.083 -1.272
C 1.896 0.822 -2.493
N 2.667 0.911 -3.637
N 0.537 1.483 -2.481
C 0.235 2.196 -1.182
O 1.070 1.800 -0.039
H -2.967 -1.188 4.783
H -3.634 -0.879 3.032
H -3.358 -2.700 3.679
H -0.591 -2.626 1.636
H -2.396 -2.197 1.303
H -1.922 -0.017 0.378
H -0.640 0.413 1.800
H -0.233 -0.690 -1.181
H 0.669 -1.791 0.057
H 2.126 0.178 0.878
H 3.374 0.435 -1.068
H 3.277 0.067 -3.857
H 2.649 1.775 -4.240
H 0.403 2.127 -3.317
H 0.456 3.353 -1.379
H -0.904 2.032 -0.901
```

orbital gap = 7.713 eV
total charge = +1
relative energy (zero: lowest compared OMol25 entry of this formula, charge and spin) = 398.6 kJ/mol
E_LUMO = -4.37 eV
SMILES = COCCC[C@H]1NC(N)=[NH+]CO1


# 7
Density functional theory data (ωB97M-V with the def2-TZVPD basis set) for C7H16N3O2PS in the gas phase at a distorted geometry.

Geometry as XYZ:
```
30
Properties=species:S:1:pos:R:3
C -2.355 -0.760 -1.410
N -1.211 -0.962 -0.564
C -1.195 -2.137 0.279
C -0.333 0.137 -0.236
N 0.909 0.132 -0.472
C 1.659 -0.894 -1.040
C 2.222 -1.716 0.094
O 2.065 -2.875 0.254
O 2.951 -1.022 0.931
P 2.864 0.671 1.174
S 3.863 1.854 -0.217
N -1.024 1.270 0.178
C -1.830 1.042 1.403
C -0.426 2.525 0.033
H -2.090 -0.027 -2.110
H -2.497 -1.674 -1.811
H -3.338 -0.481 -0.843
H -1.169 -3.016 -0.374
H -0.346 -2.303 1.007
H -2.129 -2.056 0.979
H 1.038 -1.481 -1.757
H 2.484 -0.401 -1.726
H 3.871 0.479 2.162
H 2.859 2.108 -1.070
H -2.624 1.710 1.282
H -2.222 -0.009 1.513
H -1.156 1.191 2.295
H 0.235 2.808 0.996
H 0.148 2.718 -0.800
H -1.226 3.169 -0.153
```

orbital gap = 8.661 eV
relative energy (zero: lowest compared OMol25 entry of this formula, charge and spin) = 19.5 kJ/mol
E_LUMO = 0.56 eV
SMILES = CN(C)C(=NCC(=O)OPS)N(C)C


# 8
Density functional theory data (ωB97M-V with the def2-TZVPD basis set) for C7H16N3PS in the gas phase at a distorted geometry.

Geometry as XYZ:
```
28
Properties=species:S:1:pos:R:3
C 2.681 -0.240 -0.051
C 1.457 -0.431 -0.973
C 0.026 -0.565 -0.424
C -0.021 -1.338 1.056
N -1.128 -1.084 1.979
C -0.796 -1.297 -1.514
N -2.193 -1.319 -1.258
P -2.891 -0.175 -0.462
S -4.639 -0.401 0.304
N -1.896 0.926 0.378
C -2.476 1.979 1.177
C -0.506 0.934 -0.101
H 2.530 -0.658 0.913
H 2.850 0.802 0.066
H 3.544 -0.518 -0.664
H 1.666 -1.353 -1.449
H 1.420 0.273 -1.811
H 0.031 -2.403 0.741
H 0.845 -0.991 1.584
H -0.998 -1.835 2.665
H -2.103 -1.480 1.499
H -0.499 -0.997 -2.569
H -0.347 -2.319 -1.176
H -3.503 1.979 0.840
H -2.231 1.742 2.200
H -2.134 2.985 0.864
H 0.053 1.287 0.800
H -0.374 1.578 -1.002
```

orbital gap = 8.796 eV
relative energy (zero: lowest compared OMol25 entry of this formula, charge and spin) = 178.6 kJ/mol
E_LUMO = -0.17 eV
SMILES = CC[C@]1(CN)CN=P(=S)N(C)C1


# 9
Density functional theory data (ωB97M-V with the def2-TZVPD basis set) for a gas-phase ion, C7H16N5 (charge +1) at a distorted geometry.

Geometry as XYZ:
```
28
Properties=species:S:1:pos:R:3
C 4.388 -2.248 -1.835
N 3.210 -1.770 -1.070
N 3.153 -1.799 0.289
N 2.038 -1.286 0.636
C 1.353 -0.999 -0.539
C 0.008 -0.339 -0.657
C -0.365 0.450 0.596
N -1.753 0.991 0.704
C -2.755 -0.118 0.828
C -1.806 1.765 1.969
C -2.052 1.938 -0.380
N 2.052 -1.302 -1.619
H 5.006 -2.895 -1.225
H 4.048 -2.730 -2.802
H 4.978 -1.345 -2.045
H 0.045 0.408 -1.492
H -0.721 -1.100 -0.895
H 0.311 1.326 0.690
H -0.123 -0.201 1.464
H -3.097 -0.468 -0.158
H -2.348 -1.023 1.338
H -3.625 0.242 1.361
H -2.851 2.099 2.120
H -1.182 2.679 1.918
H -1.435 1.220 2.808
H -3.144 2.262 -0.340
H -1.939 1.421 -1.317
H -1.394 2.822 -0.346
```

orbital gap = 10.488 eV
total charge = +1
relative energy (zero: lowest compared OMol25 entry of this formula, charge and spin) = 81.8 kJ/mol
E_LUMO = -2.66 eV
SMILES = Cn1nnc(CC[N+](C)(C)C)n1


# 10
Density functional theory data (ωB97M-V with the def2-TZVPD basis set) for 2 unconnected molecules or ions with the total composition C7H16NO at a distorted geometry.

Geometry as XYZ:
```
25
Properties=species:S:1:pos:R:3
C -0.548 2.029 -1.511
C 0.306 0.867 -1.032
C -0.394 -0.472 -1.097
C -0.978 -0.696 0.227
C -0.859 -1.860 0.895
C -1.048 -1.713 2.322
C -2.225 -1.573 2.887
N 1.625 0.831 -2.030
H -0.224 3.097 -1.103
H -1.438 1.729 -1.038
H -0.570 2.273 -2.607
H 0.872 1.140 -0.153
H -1.193 -0.595 -1.769
H 0.371 -1.218 -1.317
H -1.554 -0.007 0.892
H -0.478 -2.825 0.428
H -0.177 -2.029 2.950
H -2.269 -1.650 3.970
H -3.170 -1.372 2.561
H 1.838 1.782 -2.167
H 1.159 0.309 -2.730
H 2.418 0.373 -1.545
H 2.262 0.880 1.413
H 3.498 0.098 0.970
O 2.773 0.603 0.586
```

orbital gap = 8.952 eV
total charge = +1
relative energy (zero: lowest compared OMol25 entry of this formula, charge and spin) = 303.5 kJ/mol
E_LUMO = -3.04 eV


# 11
Density functional theory data (ωB97M-V with the def2-TZVPD basis set) for 2 unconnected molecules or ions with the total composition C7H16NO4S.

Geometry as XYZ:
```
29
Properties=species:S:1:pos:R:3
N 2.825 1.596 -0.193
C 2.260 2.903 -0.030
C 0.707 3.093 -0.093
O 0.113 3.284 1.184
C 0.037 1.852 -0.670
S -1.760 1.774 -0.317
H 2.807 1.006 0.623
H 2.594 1.067 -1.020
H 2.706 3.592 -0.752
H 2.555 3.257 0.961
H 0.482 3.952 -0.738
H 0.483 4.067 1.616
H 0.103 1.792 -1.756
H 0.445 0.932 -0.258
H -1.902 3.043 0.129
H -1.680 1.315 0.950
C -1.311 -4.584 0.379
C -0.935 -3.136 0.534
C -1.811 -2.142 -0.212
O -0.876 -1.105 -0.559
C 0.379 -1.648 -0.576
O 1.323 -1.048 -0.983
O 0.361 -2.877 -0.073
H -0.689 -5.218 1.007
H -2.352 -4.724 0.673
H -1.195 -4.892 -0.660
H -0.844 -2.853 1.586
H -2.620 -1.723 0.381
H -2.206 -2.574 -1.134
```

orbital gap = 8.899 eV
total charge = +1
relative energy (zero: lowest compared OMol25 entry of this formula, charge and spin) = 0.0 kJ/mol
E_LUMO = -3.33 eV


# 12
Density functional theory data (ωB97M-V with the def2-TZVPD basis set) for 2 unconnected molecules or ions with the total composition C7H16NO7 at a distorted geometry.

Geometry as XYZ:
```
31
Properties=species:S:1:pos:R:3
C -0.029 -0.021 1.606
C 0.204 1.412 1.030
C 1.059 1.458 -0.256
C 0.133 -0.964 -2.968
C -1.204 2.005 0.616
C 1.634 2.837 -0.516
C -0.606 -2.221 0.412
N -0.756 -0.813 0.477
O 0.845 2.217 1.953
O 1.157 0.474 -0.925
O 1.208 -1.455 -2.486
O -0.830 -0.568 -2.280
O -0.574 -2.835 1.664
O 0.736 -2.532 -0.106
O -1.537 -2.580 -0.433
H 0.916 -0.427 1.937
H -0.664 -0.018 2.519
H -2.034 1.495 1.104
H -1.256 1.797 -0.577
H -1.292 3.076 0.896
H 1.998 3.137 0.489
H 0.767 3.332 -0.810
H 2.237 2.900 -1.443
H -1.774 -0.460 0.414
H 0.603 1.916 2.870
H 0.059 -0.937 -4.089
H 1.334 -1.799 -1.586
H -0.724 -0.823 -1.257
H -1.571 -3.021 1.946
H 1.366 -3.056 0.468
H -1.405 -3.526 -0.668
```

2S+1 = 3
⟨S²⟩ = 2.006
orbital gap (alpha / beta) = 5.291 / 8.162 eV
total charge = +1
relative energy (zero: lowest compared OMol25 entry of this formula, charge and spin) = 0.0 kJ/mol
E_LUMO (alpha / beta) = -3.21 / -5.45 eV